Entry from the Open Molecules 2025 dataset: a structure of composition C2H2FLi2OSc (ωB97M-V with the def2-TZVPD basis set).

Lowest unoccupied orbital energy (alpha / beta) in eV: -12.05 / -12.06
Orbital gap (alpha / beta) in Ha: 0.1861 / 0.1854
F_max in Eh/bohr: 0.0718
HOMO level (alpha / beta) in eV: -17.116 / -17.107
E in eV: -27961.559

The geometry in ORCA input format:
```
! wB97M-V def2-TZVPD RIJCOSX def2/J DEFGRID3
* xyz 2 1
C 0.37 -0.40 0.83
C -0.66 -1.16 0.39
O 0.72 0.72 0.09
H 0.98 -0.53 1.73
F -1.20 0.81 -2.30
H -0.84 -2.01 1.07
Li -0.04 -0.39 -1.71
Sc 2.05 2.12 0.24
Li -1.39 0.84 -0.35
*
```

Here are the Löwdin charges for atoms 1 to 6, given in e: C -0.372; C 0.012; O -0.403; H 0.124; F -0.710; H 0.069